Here is a structure of composition C27H23F3IrN3O3PS from the Open Molecules 2025 dataset. Energies are from ωB97M-V/def2-TZVPD.

Its expectation value of S² is 6.01. The largest force on an atom comes out at 0.0100 Eh/bohr. The HOMO-LUMO gap (alpha / beta) is 7.35 / 6.04 eV.

ORCA input file:
```
! wB97M-V def2-TZVPD RIJCOSX def2/J DEFGRID3
* xyz 1 5
H 0.224 0.469 -5.437
H 2.603 -2.187 1.299
C 1.428 1.516 -3.075
C -2.172 4.195 -3.717
H -2.770 -2.475 -6.246
C -3.293 3.466 -1.733
C -0.944 -0.172 -3.741
C -1.232 -1.004 -5.979
C -1.315 2.305 -2.467
C -2.262 -1.825 -5.543
O 1.022 -1.547 3.367
C -0.306 -2.985 -1.453
H -3.460 -2.441 -3.869
H -2.472 -5.555 -1.694
C -1.242 3.179 -3.549
C -2.360 2.451 -1.537
F 0.983 -5.362 -2.750
C 1.142 -1.033 2.289
H -1.474 -0.070 1.811
H -2.461 -2.130 0.887
H 2.645 0.610 0.427
C 3.633 1.105 -3.962
F -0.981 -5.968 -3.429
N 2.386 -0.360 0.277
H -3.520 1.840 0.222
H 1.120 3.478 -2.237
H 2.072 -0.362 -3.924
N -0.918 -2.304 -0.474
P -0.164 0.890 -2.494
H 3.399 4.256 -2.740
C 4.011 2.400 -3.628
C -1.993 -0.985 -3.309
F -0.105 -4.135 -4.157
C -2.594 1.653 -0.316
C 2.350 0.656 -3.678
C -3.204 4.336 -2.806
C -2.028 -4.635 -1.337
H -2.301 -0.973 -2.267
Ir 0.218 -0.377 -0.468
H 3.238 -0.800 2.192
C 1.821 2.808 -2.722
H -0.938 -1.007 -7.021
S 1.153 -2.192 -1.980
C -0.234 -4.914 -3.077
H -0.452 3.060 -4.280
H -3.524 -4.283 0.181
O 0.196 -0.356 1.651
C 3.106 3.248 -3.005
C 2.442 -1.136 1.531
H 5.012 2.747 -3.850
H -3.941 5.118 -2.930
H 4.338 0.439 -4.443
H -4.101 3.579 -1.019
C -2.649 -1.809 -4.208
C -2.624 -3.928 -0.299
C -0.867 -4.166 -1.931
C -2.043 -2.746 0.101
N -1.787 0.824 0.201
H 2.996 -0.742 -0.436
C -0.571 -0.175 -5.082
O -2.285 0.281 1.362
H -2.093 4.863 -4.564
*
```

---

Here is a structure of composition C27H23F9GaO8 from the Open Molecules 2025 dataset. Energies are from ωB97M-V/def2-TZVPD.

The largest force on an atom comes out at 0.1494 Eh/bohr. The HOMO-LUMO gap is 4.72 eV.

ORCA input file:
```
! wB97M-V def2-TZVPD RIJCOSX def2/J DEFGRID3
* xyz -1 1
C -5.105 6.741 -0.684
H -6.647 4.464 -2.829
C 2.751 -1.754 -2.426
H -1.690 1.111 4.919
O 0.392 2.662 4.990
C -2.400 0.567 -0.984
H 2.032 2.433 -0.500
H 3.477 -3.368 -0.914
F -1.452 -1.603 -3.528
O -2.323 4.793 -1.743
H 0.812 2.692 -4.060
C 1.761 0.804 4.515
H 3.984 0.325 -3.339
C -4.571 4.519 -2.394
C -5.835 4.938 -2.291
H -1.543 -1.333 4.457
H -5.386 7.578 -0.056
C -0.808 0.890 -1.217
F -3.243 1.661 -1.576
H 2.576 -3.481 1.646
H 4.925 -7.137 1.340
C -2.812 -1.243 -3.037
O 2.186 -1.546 -3.617
H 3.235 3.383 -2.569
C 0.632 -1.355 4.235
H 3.246 -3.999 -2.770
F -3.456 -0.180 -3.864
O 3.977 -5.048 0.123
H 2.785 -1.004 4.082
F -4.338 -1.033 -1.046
H 1.701 -3.628 -1.664
C 2.831 -3.337 -1.896
C -6.195 6.081 -1.429
C 0.804 1.789 -3.279
C 2.759 -4.604 3.437
C -3.840 6.322 -0.788
H -1.433 1.358 -3.360
C 1.840 -0.507 4.268
H 4.744 0.807 -1.683
C -0.745 0.614 4.733
O 0.703 -2.555 4.011
H 2.638 1.440 4.543
C 3.780 -5.274 1.309
C 4.336 -6.475 1.964
C 3.726 0.478 -2.205
C 2.976 -4.357 2.141
C -3.480 5.179 -1.650
F -2.631 0.667 0.506
O -7.353 6.467 -1.335
H 2.170 -3.942 4.060
C -0.666 -0.697 4.485
H -4.289 3.682 -3.022
H 1.016 0.823 -3.934
F 0.079 -0.296 -1.211
C -0.669 1.813 -2.564
H -3.028 6.796 -0.249
C 3.315 -5.805 4.091
C 4.119 -6.722 3.259
H 4.519 -7.598 3.755
O 3.265 -0.730 -1.503
Ga 2.409 2.094 -2.015
F -0.385 1.730 -0.034
F -2.217 -2.034 -0.604
C -2.874 -0.943 -1.410
F -3.655 -2.479 -3.244
O 3.118 -6.031 5.277
C 0.463 1.461 4.765
H -1.011 2.939 -2.390
*
```

---

Here is a structure of composition C27H23N3OS3Tl from the Open Molecules 2025 dataset. Energies are from ωB97M-V/def2-TZVPD.

The largest force on an atom comes out at 0.0100 Eh/bohr. The HOMO-LUMO gap (alpha / beta) is 5.89 / 6.28 eV.

ORCA input file:
```
! wB97M-V def2-TZVPD RIJCOSX def2/J DEFGRID3
* xyz 1 1
C 0.940 2.736 -2.507
H 1.997 -4.989 -3.673
H 1.953 4.489 -1.771
C 3.119 0.053 -0.525
H 5.341 -2.009 -2.047
C 0.796 -3.533 -2.646
N 1.561 -0.091 5.903
N 1.985 -0.595 -0.736
H 2.237 0.465 -4.654
H 0.157 0.939 -3.400
H 5.263 0.131 -0.789
H 2.688 0.233 8.276
N -0.564 0.152 4.864
H 3.710 1.323 1.099
C -1.138 -0.047 6.051
H 4.180 1.994 -4.448
C 3.110 1.373 0.188
C 2.000 -4.084 -3.079
C 1.011 1.608 -3.321
C 0.259 6.419 1.096
C -0.149 6.634 -0.215
H -0.895 -0.371 8.167
H 4.125 -3.856 -3.120
C 0.979 -0.257 7.096
C -0.408 -0.238 7.210
S -0.777 -1.707 -1.525
C 3.266 2.203 -3.904
O -0.713 1.646 -0.769
H 4.018 4.015 -3.029
C 0.144 4.038 0.758
H -0.744 5.710 -2.069
C 4.362 -0.434 -0.996
H 1.336 -0.452 9.213
C 0.751 -2.359 -1.876
C 2.179 1.340 -4.016
C 1.997 -1.717 -1.504
C 0.401 5.126 1.585
H 2.103 1.698 0.438
H -2.224 -0.033 6.063
H -0.143 -4.004 -2.914
H 2.338 -1.486 8.178
H 0.704 4.960 2.613
C 2.013 3.607 -2.397
C 3.178 3.335 -3.106
S 1.583 0.393 3.357
C -0.245 4.267 -0.550
H -0.274 7.645 -0.588
C 0.760 0.119 4.876
H 0.231 3.028 1.132
C 4.402 -1.598 -1.693
C 3.181 -3.457 -2.765
C 1.881 -0.499 8.272
H 0.455 7.266 1.745
S -0.617 2.891 -1.621
C 3.196 -2.271 -1.988
H 3.556 2.131 -0.456
Tl -0.171 -0.141 0.870
C -0.413 5.554 -1.046
*
```

---

Here is a structure of composition C27H24AuN5O2S from the Open Molecules 2025 dataset. Energies are from ωB97M-V/def2-TZVPD.

The largest force on an atom comes out at 0.0119 Eh/bohr. The HOMO-LUMO gap is 6.36 eV.

ORCA input file:
```
! wB97M-V def2-TZVPD RIJCOSX def2/J DEFGRID3
* xyz 2 1
C 2.280 1.909 -0.518
H -3.916 -3.496 -4.679
C -0.733 -2.172 -2.871
H -2.161 1.836 -5.137
Au -0.470 0.826 -0.108
H 1.886 6.885 4.659
C -4.078 -2.497 -4.273
H -2.173 3.961 3.285
H 1.222 5.084 0.842
C -2.623 1.585 -4.190
C -2.932 0.572 1.680
C 1.118 5.060 1.917
C -1.473 2.369 2.046
H -4.776 -2.539 -3.436
H -3.477 -4.092 -2.405
N 3.526 2.115 -0.939
H -4.791 0.593 2.739
C -2.055 -2.607 -3.024
H 0.647 -1.224 -4.064
N -1.785 1.194 1.443
C -1.946 0.715 -3.315
C -0.768 0.114 -3.857
H 4.123 2.739 -0.419
C -2.463 -3.732 -2.312
C -3.885 2.050 -3.893
S 1.378 0.654 -1.407
C 0.458 3.997 2.538
H -0.150 3.142 4.428
C -1.569 -4.401 -1.493
C -4.478 1.661 -2.694
C 1.481 6.077 4.065
C -0.248 -3.986 -1.379
C -2.400 2.999 2.851
H -4.249 0.607 -0.836
H -4.349 2.837 3.733
H 3.937 1.553 -1.664
O -2.836 -1.910 -3.870
C 0.168 -2.872 -2.081
H -3.089 -0.365 1.161
N 0.542 2.260 0.820
C -2.501 0.432 -2.046
N 1.804 2.614 0.464
H 0.448 -4.530 -0.757
H 1.197 -2.537 -2.017
H 2.097 6.937 2.199
C -3.872 1.124 2.538
N -0.241 -1.052 -3.607
C -0.102 2.885 1.768
C 1.609 6.102 2.682
H -4.476 -1.845 -5.044
O -1.845 -0.263 -1.099
H 0.753 4.988 5.767
C -3.794 0.881 -1.778
H -5.482 1.992 -2.462
C 0.842 5.014 4.690
H -0.239 0.675 -4.621
H -4.413 2.688 -4.586
C 0.321 3.981 3.931
C -3.615 2.362 3.097
H -1.908 -5.272 -0.948
*
```